(1)
{"formula": "C3H6N2O2", "method": "ωB97M-V with the def2-TZVPD basis set", "elements": ["C", "C", "C", "N", "N", "O", "O", "H", "H", "H", "H", "H", "H"], "xyz": [[0.815, -0.696, 0.064], [1.271, 2.088, 0.435], [-1.667, -1.069, -0.073], [1.936, 2.270, 1.413], [-0.348, -0.887, -0.491], [-0.409, -0.904, -1.860], [0.413, 1.996, -0.331], [0.871, -0.914, 1.201], [-2.479, -0.972, -0.952], [-1.971, -0.407, 0.749], [-1.746, -1.979, 0.334], [0.469, -0.987, -2.162], [2.846, 2.463, 1.675]], "forces_ev_per_a": [[-0.7, -1.4, 0.5], [0.1, 0.8, 1.1], [-3.9, 2.7, -0.9], [-1.2, -0.5, 0.0], [3.4, 0.8, 0.8], [-1.8, 0.4, -1.2], [-0.6, -0.1, -1.3], [-1.0, 0.7, -1.6], [2.2, -0.1, 2.0], [0.4, 0.3, -0.5], [-0.5, -3.8, 1.3], [2.1, 0.0, -0.3], [1.7, 0.2, 0.1]], "e_homo_ev": -8.5, "e_tot_ha": -377.7374}

(2)
{"formula": "C6H15NO", "method": "ωB97M-V with the def2-TZVPD basis set", "elements": ["C", "C", "C", "C", "C", "C", "N", "H", "H", "H", "H", "H", "H", "H", "H", "H", "H", "H", "H", "H", "H", "H", "O"], "xyz": [[-0.361, 2.230, 1.727], [-0.435, 0.759, 1.171], [0.779, 0.582, 0.395], [0.799, -0.391, -0.829], [0.679, -1.715, -0.601], [0.805, 1.495, -2.280], [1.069, 0.059, -2.087], [0.661, 2.562, 1.745], [-0.916, 2.923, 1.156], [-0.786, 2.416, 2.656], [-0.438, 0.079, 2.118], [-1.407, 0.426, 0.823], [1.581, 0.139, 1.001], [1.298, 1.500, 0.275], [0.366, -2.460, -1.228], [0.822, -2.173, 0.340], [0.767, 2.001, -3.286], [1.811, 2.145, -2.039], [0.013, 2.006, -1.579], [1.612, -0.228, -2.824], [-3.610, -4.813, 0.718], [-2.114, -4.811, 1.150], [-2.994, -4.730, 1.478]], "forces_ev_per_a": [[-0.2, -1.2, -1.2], [-1.4, 0.1, 4.4], [2.7, -2.5, -1.8], [0.7, -0.9, 0.4], [0.3, 1.1, 1.3], [2.1, 3.9, 1.1], [-3.3, 4.5, 1.1], [0.4, 0.1, 0.1], [-0.4, 0.7, -1.4], [-0.7, -0.3, 2.2], [0.5, 0.9, -1.3], [0.0, 0.6, -1.1], [-0.3, -0.5, 0.5], [-0.1, 1.0, -1.3], [-0.3, -1.2, -2.5], [-0.1, 0.3, 1.5], [-0.9, -1.7, 0.3], [-1.8, -1.4, 0.3], [1.2, -1.4, -1.5], [1.5, -2.1, -1.2], [0.9, 0.1, 0.6], [0.9, 0.0, -0.6], [-1.8, -0.1, 0.0]], "e_homo_ev": [1.2, -4.2], "total_charge": -1, "s_squared": 0.750, "multiplicity": 2, "e_tot_ha": -367.4286}

(3)
{"formula": "C49H34F5MoN2P2SSe4Te", "method": "ωB97M-V with the def2-TZVPD basis set", "elements": ["Mo", "Se", "Se", "Se", "Se", "F", "C", "C", "F", "C", "F", "C", "S", "C", "F", "C", "F", "Te", "C", "C", "C", "N", "C", "C", "C", "P", "C", "C", "C", "C", "C", "C", "C", "C", "C", "C", "C", "C", "P", "C", "C", "C", "C", "C", "C", "C", "C", "C", "C", "C", "C", "H", "H", "H", "H", "H", "H", "H", "H", "H", "H", "H", "H", "H", "H", "H", "H", "H", "H", "H", "H", "H", "H", "H", "H", "N", "C", "C", "C", "C", "C", "C", "C", "C", "C", "C", "C", "C", "C", "H", "H", "H", "H", "H", "H", "H", "H", "H", "H"], "xyz": [[-0.326, -1.270, 0.342], [0.669, -2.340, 2.392], [-0.361, -4.436, 2.263], [-1.945, -3.595, 0.666], [-2.014, -5.101, -0.934], [-4.246, 1.752, -5.428], [-3.902, 1.119, -4.292], [-2.563, 0.860, -4.008], [-1.616, 1.242, -4.878], [-2.222, 0.227, -2.827], [-0.924, 0.030, -2.525], [-3.187, -0.185, -1.896], [-2.769, -0.951, -0.411], [-4.528, 0.099, -2.202], [-5.488, -0.224, -1.328], [-4.881, 0.743, -3.375], [-6.169, 1.026, -3.622], [1.866, 0.612, 3.661], [0.872, 2.148, 4.837], [-0.205, 1.816, 5.650], [-0.845, 2.818, 6.360], [-0.476, 4.087, 6.327], [0.562, 4.404, 5.570], [1.264, 3.483, 4.808], [0.896, 1.319, 1.864], [1.519, 0.243, 0.569], [3.313, 0.117, 0.872], [3.959, -1.008, 1.371], [5.323, -0.971, 1.605], [6.041, 0.190, 1.367], [5.392, 1.326, 0.909], [4.035, 1.290, 0.654], [1.551, 1.113, -1.020], [1.087, 2.394, -1.280], [1.000, 2.830, -2.592], [1.387, 2.004, -3.634], [1.890, 0.736, -3.372], [1.965, 0.291, -2.070], [-0.850, 0.791, 1.631], [-1.967, 0.788, 3.086], [-2.315, -0.462, 3.598], [-3.293, -0.588, 4.565], [-3.965, 0.533, 5.023], [-3.633, 1.778, 4.516], [-2.645, 1.910, 3.559], [-1.348, 2.411, 0.940], [-2.163, 2.559, -0.170], [-2.467, 3.819, -0.657], [-1.987, 4.945, -0.012], [-1.177, 4.807, 1.106], [-0.850, 3.551, 1.574], [-0.540, 0.791, 5.721], [-1.701, 2.595, 6.984], [0.841, 5.452, 5.583], [2.108, 3.788, 4.206], [3.395, -1.905, 1.600], [5.828, -1.848, 1.985], [7.106, 0.216, 1.547], [5.948, 2.240, 0.757], [3.519, 2.173, 0.300], [0.794, 3.041, -0.464], [0.619, 3.821, -2.798], [1.304, 2.345, -4.657], [2.198, 0.092, -4.183], [2.326, -0.707, -1.832], [-1.830, -1.359, 3.222], [-3.549, -1.568, 4.943], [-4.753, 0.435, 5.756], [-4.162, 2.657, 4.855], [-2.418, 2.891, 3.171], [-2.560, 1.689, -0.666], [-3.083, 3.915, -1.540], [-2.242, 5.930, -0.377], [-0.797, 5.684, 1.611], [-0.188, 3.437, 2.423], [0.193, -2.348, -0.982], [0.615, -3.093, -1.919], [0.090, -2.943, -3.288], [-1.268, -2.720, -3.501], [-1.759, -2.520, -4.776], [-0.893, -2.514, -5.857], [0.461, -2.722, -5.653], [0.953, -2.946, -4.380], [1.631, -4.101, -1.588], [1.717, -5.314, -2.268], [2.583, -6.295, -1.821], [3.378, -6.085, -0.705], [3.305, -4.876, -0.030], [2.444, -3.894, -0.474], [-1.943, -2.732, -2.655], [-2.821, -2.371, -4.923], [-1.271, -2.345, -6.856], [1.139, -2.706, -6.494], [2.010, -3.105, -4.219], [1.067, -5.502, -3.109], [2.619, -7.244, -2.336], [4.045, -6.859, -0.353], [3.906, -4.706, 0.853], [2.374, -2.942, 0.039]], "forces_ev_per_a": [[-2.2, -1.7, 0.8], [0.0, 0.2, 0.2], [-0.1, -0.2, -0.1], [0.0, 0.7, 1.5], [0.2, -0.6, -0.9], [0.1, -0.2, 0.2], [0.0, 0.0, 0.2], [-0.1, 0.1, -0.1], [-0.2, -0.1, 0.1], [-0.1, -0.1, 0.4], [-0.5, 0.2, -0.4], [0.2, 0.4, -0.7], [-0.2, -0.1, 0.5], [0.5, 0.0, 0.0], [0.0, 0.0, -0.2], [0.1, 0.1, -0.1], [0.2, 0.0, 0.0], [-0.7, 1.3, 0.6], [0.3, -0.4, -0.1], [0.2, -0.1, 0.0], [0.0, -0.2, 0.1], [-0.3, 0.3, 0.3], [0.3, 0.1, -0.2], [0.1, -0.2, -0.1], [0.5, -1.4, 0.6], [0.7, 1.5, 0.1], [0.0, -0.3, -0.1], [-0.2, -0.1, -0.1], [0.2, 0.0, 0.1], [0.0, -0.1, 0.1], [0.0, 0.1, 0.0], [-0.1, -0.1, 0.0], [0.0, -0.2, -0.3], [0.1, -0.1, 0.2], [0.0, 0.1, -0.2], [0.1, 0.0, -0.1], [0.1, 0.0, -0.1], [0.0, 0.1, 0.0], [0.1, 2.0, 0.9], [-0.1, -0.5, -0.1], [0.2, -0.2, -0.1], [-0.1, 0.0, 0.2], [0.0, 0.0, 0.0], [-0.1, 0.1, 0.1], [0.1, 0.0, -0.1], [-0.3, 0.0, -0.3], [0.0, -0.2, 0.1], [-0.1, 0.2, -0.1], [-0.1, 0.1, -0.2], [0.0, 0.1, 0.1], [0.0, 0.0, -0.1], [-0.1, 0.0, 0.0], [-0.1, -0.1, 0.0], [0.1, 0.0, -0.1], [0.0, 0.1, -0.1], [0.0, 0.0, -0.1], [0.0, -0.1, 0.0], [0.1, 0.0, 0.0], [0.0, 0.1, -0.1], [0.0, 0.0, 0.0], [-0.1, 0.0, 0.1], [0.0, 0.1, 0.0], [0.0, 0.0, -0.1], [0.0, 0.0, -0.1], [0.0, 0.0, -0.2], [0.0, 0.2, 0.0], [0.0, -0.1, 0.0], [0.0, 0.0, 0.1], [0.0, 0.1, 0.1], [-0.1, 0.0, 0.0], [0.0, 0.0, 0.0], [-0.1, 0.0, -0.1], [0.0, 0.1, -0.1], [0.0, 0.1, 0.1], [0.0, 0.0, 0.0], [1.1, -0.5, -1.5], [-0.3, -0.3, -0.2], [-0.1, 0.2, -0.4], [-0.1, 0.0, 0.2], [0.0, 0.0, 0.0], [0.0, 0.0, -0.1], [0.0, 0.0, -0.2], [0.0, 0.0, 0.3], [0.4, -0.4, 0.2], [-0.1, 0.2, 0.0], [0.0, -0.2, -0.1], [0.0, 0.0, 0.1], [0.1, 0.0, 0.0], [-0.1, 0.3, -0.1], [0.0, 0.0, 0.1], [0.0, 0.0, 0.0], [0.0, 0.0, -0.1], [0.1, 0.0, -0.1], [0.1, 0.0, 0.0], [-0.1, 0.0, -0.1], [0.0, -0.1, 0.0], [0.0, -0.1, 0.0], [0.1, 0.0, 0.0], [0.0, -0.2, 0.0]], "e_homo_ev": [-4.1, -4.2], "total_charge": -1, "s_squared": 2.051, "multiplicity": 3, "e_tot_ha": -13519.3646}

(4)
{"formula": "C2H2N2O2", "method": "ωB97M-V with the def2-TZVPD basis set", "elements": ["O", "C", "N", "O", "C", "N", "H", "H"], "xyz": [[1.609, 0.120, 0.602], [0.547, -0.250, -0.101], [0.121, -1.428, -0.493], [-0.845, -0.619, 0.462], [-1.196, 0.732, -0.332], [-0.087, 1.068, -0.762], [2.089, -0.670, 0.899], [-2.238, 1.047, -0.276]], "forces_ev_per_a": [[0.0, -0.1, -0.1], [0.4, 0.6, -0.7], [0.2, 0.4, 0.0], [-1.1, 1.1, -0.3], [0.5, -1.3, 0.7], [-0.2, -0.7, 0.4], [-0.2, 0.0, 0.0], [0.5, -0.1, -0.1]], "e_homo_ev": -9.6, "e_tot_ha": -337.2012}

(5)
{"formula": "CH4N2O2", "method": "ωB97M-V with the def2-TZVPD basis set", "elements": ["C", "N", "N", "O", "O", "H", "H", "H", "H"], "xyz": [[-0.697, -0.720, -0.057], [2.014, 0.402, -0.058], [-0.451, 0.561, -0.560], [-0.734, 1.574, 0.297], [2.054, -0.752, 0.156], [-1.022, -0.582, 1.018], [-1.139, -1.541, -0.645], [0.343, -1.224, 0.009], [-0.368, 2.281, -0.160]], "forces_ev_per_a": [[1.5, -0.8, 2.8], [0.1, -3.0, 0.6], [0.4, -0.1, -2.5], [-1.2, -2.6, 1.8], [0.8, 3.2, -0.5], [-0.2, -0.9, -1.1], [-0.9, 1.2, -0.2], [-1.4, 0.7, 0.3], [0.9, 2.3, -1.2]], "e_homo_ev": [-8.4, -8.6], "e_tot_ha": -300.2788}

What is the formula in the fourth record?
C2H2N2O2